# 1
Here is a 2-piece molecular cluster, C10H15N3O3 overall at a distorted geometry from the OMol25 dataset. Energies are from wB97M-V/def2-TZVPD.

The value obtained for the HOMO energy is -8.18 eV. Its LUMO energy is 0.21 eV. The calculation puts the energy above the lowest of the compared OMol25 structures with the same formula, charge and spin at 232.0 kcal/mol.

Atoms and positions in Å:
C 2.701 -2.534 0.626
C 3.174 -1.069 -0.005
C 4.590 -1.118 -0.888
C 5.237 0.236 -1.547
C 4.404 1.655 -1.288
C 2.965 1.699 -0.437
C 2.307 0.314 0.230
C 0.880 0.381 1.058
N -0.248 0.577 0.070
C -0.867 -0.724 -0.389
O -0.267 -1.915 -0.458
O -2.286 -0.683 -0.873
H 1.804 -2.349 1.378
H 3.581 -3.152 1.088
H 2.229 -3.123 -0.291
H 5.138 -2.162 -1.040
H 6.247 0.163 -2.142
H 4.853 2.635 -1.743
H 2.453 2.760 -0.326
H 0.716 -0.508 1.807
H 0.954 1.360 1.737
H -0.949 1.235 0.477
H -2.402 0.118 -1.466
N -5.201 0.103 -0.065
C -5.644 1.223 0.535
N -6.813 1.084 1.185
O -5.034 2.280 0.492
H -5.688 -0.776 -0.041
H -4.324 0.165 -0.565
H -7.182 1.903 1.650
H -7.330 0.221 1.231

Quick look at the natural (NBO) charges, all values in e: C -0.668; C 0.020; C -0.241; C -0.228; C -0.242; C -0.221; C -0.054; C -0.265; N -0.656; C 0.886; O -0.589; O -0.735; H 0.229; H 0.230; H 0.247; H 0.233; H 0.238; H 0.229; H 0.231; H 0.232; H 0.229; H 0.407; H 0.489; N -0.837; C 0.763; N -0.843; O -0.677; H 0.389; H 0.407; H 0.409; H 0.387

# 2
Here is a 6-piece molecular cluster, C7H21O6 overall at a distorted geometry from the OMol25 dataset. Energies are from wB97M-V/def2-TZVPD.

As for the charge: -1. The value obtained for the HOMO energy is -5.06 eV. Its LUMO energy is 3.23 eV. The calculation puts the energy above the lowest of the compared OMol25 structures with the same formula, charge and spin at 28.5 kcal/mol.

Atoms and positions in Å:
C 0.158 0.543 -2.053
O 1.172 1.085 -1.289
C 0.453 -0.886 -2.563
C -0.437 -1.980 -1.959
C -0.493 -1.829 -0.478
C -1.620 -1.777 0.251
C -1.718 -1.687 1.719
C -0.858 -0.996 2.435
H -0.793 0.431 -1.475
H 0.015 1.151 -2.985
H 1.518 -0.997 -2.340
H 0.464 -1.027 -3.667
H 0.051 -2.906 -2.264
H -1.388 -2.152 -2.493
H 0.483 -1.645 -0.019
H -2.559 -1.967 -0.268
H -2.597 -2.192 2.134
H -0.024 -0.558 1.867
H -0.486 -0.964 3.437
H 3.090 0.052 0.036
H 2.737 0.165 -1.415
O 3.393 -0.268 -0.818
H 2.164 0.736 3.162
H 2.187 0.472 1.637
O 2.461 0.106 2.509
H 1.078 2.729 0.857
H 1.028 1.351 0.000
O 1.134 1.788 1.038
H -0.594 2.954 2.136
H -1.807 2.882 1.261
O -1.540 3.151 2.158
H -2.366 0.239 -1.817
H -2.755 1.340 -0.814
O -3.103 0.651 -1.371

Quick look at the natural (NBO) charges, all values in e: C -0.040; O -0.913; C -0.433; C -0.453; C -0.157; C -0.241; C -0.226; C -0.382; H 0.108; H 0.128; H 0.221; H 0.184; H 0.210; H 0.194; H 0.218; H 0.192; H 0.186; H 0.207; H 0.204; H 0.459; H 0.499; O -0.988; H 0.464; H 0.500; O -0.981; H 0.452; H 0.504; O -1.110; H 0.487; H 0.463; O -0.954; H 0.477; H 0.469; O -0.947

# 3
Here is C6H15NO2Rb as an isolated structure at a distorted geometry from the OMol25 dataset. Energies are from wB97M-V/def2-TZVPD.

As for the charge: +1. The value obtained for the HOMO energy is -12.68 eV. Its LUMO energy is -3.43 eV. The calculation puts the energy above the lowest of the compared OMol25 structures with the same formula, charge and spin at 10.7 kcal/mol.

Atoms and positions in Å:
Rb 2.926 0.956 0.158
C -1.415 -1.600 -3.448
O -0.479 -0.545 -3.309
C 0.310 -0.606 -2.151
C -0.470 -0.267 -0.872
N -0.002 1.002 -0.293
C -0.709 1.361 0.959
C -0.214 0.545 2.125
O 1.136 0.951 2.306
C 1.753 0.344 3.422
H -1.514 -1.824 -4.506
H -2.392 -1.340 -3.030
H -1.085 -2.511 -2.929
H 1.079 0.154 -2.318
H 0.770 -1.600 -2.089
H -0.369 -1.074 -0.146
H -1.527 -0.212 -1.161
H -0.219 1.725 -0.971
H -1.800 1.281 0.875
H -0.483 2.407 1.172
H -0.237 -0.528 1.906
H -0.804 0.741 3.024
H 2.712 0.828 3.615
H 1.868 -0.739 3.331
H 1.168 0.552 4.328

Quick look at the natural (NBO) charges, all values in e: Rb 0.982; C -0.261; O -0.530; C -0.063; C -0.273; N -0.677; C -0.248; C -0.078; O -0.591; C -0.272; H 0.209; H 0.176; H 0.167; H 0.168; H 0.173; H 0.192; H 0.201; H 0.373; H 0.198; H 0.215; H 0.173; H 0.199; H 0.193; H 0.178; H 0.195

# 4
Here is a single C7H6F3N3O molecule at a distorted geometry from the OMol25 dataset. Energies are from wB97M-V/def2-TZVPD.

The value obtained for the HOMO energy is -9.87 eV. Its LUMO energy is 0.60 eV. The calculation puts the energy above the lowest of the compared OMol25 structures with the same formula, charge and spin at 0.0 kcal/mol.

Atoms and positions in Å:
O 3.942 -2.103 -0.188
C 3.552 -1.181 -0.867
C 2.265 -0.422 -0.619
C 1.803 0.729 -1.407
N 0.824 1.322 -0.855
N 0.514 0.578 0.237
C -0.536 0.846 1.223
C -1.921 0.761 0.613
N -2.462 -0.611 0.466
C -3.467 -0.952 -0.155
F -4.047 -2.080 0.006
F -4.248 -0.098 -0.881
C 1.427 -0.409 0.465
F 1.427 -1.177 1.531
H 4.204 -0.884 -1.829
H 2.178 1.186 -2.298
H -0.464 1.787 1.725
H -0.354 0.067 1.934
H -2.733 1.375 1.293
H -1.903 1.266 -0.394

Quick look at the natural (NBO) charges, all values in e: O -0.523; C 0.422; C -0.354; C 0.014; N -0.254; N -0.206; C -0.235; C -0.246; N -0.531; C 0.952; F -0.269; F -0.332; C 0.599; F -0.267; H 0.117; H 0.216; H 0.219; H 0.233; H 0.216; H 0.227

# 5
Here is C70H58NO5P4Ti as an isolated structure at a distorted geometry from the OMol25 dataset. Energies are from wB97M-V/def2-TZVPD.

As for the charge: +1. The value obtained for the HOMO energy (spin up / spin down) is -9.27 / -9.76 eV. Its LUMO energy (spin up / spin down) is -2.73 / -3.08 eV. As for the spin multiplicity: 3. The calculation puts the energy above the lowest of the compared OMol25 structures with the same formula, charge and spin at 0.0 kcal/mol.

Atoms and positions in Å:
Ti -0.350 -0.385 -1.321
C 1.288 2.155 2.157
C 2.306 0.986 2.157
P 1.836 -0.671 2.858
C 3.405 -1.625 2.629
C 3.284 -3.005 2.809
C 4.383 -3.843 2.716
C 5.635 -3.310 2.434
C 5.771 -1.943 2.256
C 4.664 -1.105 2.349
C 2.003 -0.455 4.681
C 1.248 -1.301 5.491
C 1.376 -1.265 6.871
C 2.252 -0.363 7.463
C 2.993 0.497 6.667
C 2.875 0.445 5.282
C -0.178 1.836 1.792
P -0.888 0.984 3.300
C -1.488 2.453 4.221
C -2.623 3.176 3.859
C -3.009 4.290 4.589
C -2.267 4.689 5.695
C -1.141 3.972 6.069
C -0.755 2.856 5.336
C -2.456 0.161 2.845
C -3.013 -0.662 3.830
C -4.159 -1.399 3.580
C -4.764 -1.342 2.329
C -4.221 -0.531 1.343
C -3.079 0.218 1.606
H 1.664 2.908 1.459
H 1.297 2.612 3.151
H 3.214 1.341 2.645
H 2.574 0.751 1.121
H 2.308 -3.423 3.037
H 4.268 -4.908 2.870
H 6.500 -3.957 2.361
H 6.746 -1.518 2.053
H 4.807 -0.038 2.221
H 0.546 -1.988 5.031
H 0.790 -1.934 7.489
H 2.357 -0.332 8.540
H 3.670 1.209 7.122
H 3.479 1.115 4.681
H -0.180 1.222 0.896
H -0.725 2.754 1.572
H -3.214 2.853 3.010
H -3.895 4.844 4.302
H -2.577 5.551 6.272
H -0.570 4.271 6.939
H 0.117 2.282 5.635
H -2.535 -0.720 4.803
H -4.576 -2.031 4.353
H -5.648 -1.931 2.123
H -4.681 -0.494 0.362
H -2.654 0.846 0.833
O -0.901 -1.026 0.261
C -1.560 -2.145 0.372
C -1.937 -2.970 -0.722
C -2.755 -4.082 -0.430
C -3.192 -4.897 -1.429
C -2.842 -4.684 -2.767
C -2.028 -3.624 -3.076
C -1.563 -2.749 -2.086
O -0.800 -1.717 -2.456
N -4.074 -6.029 -1.090
O -4.300 -6.236 0.083
O -4.518 -6.680 -2.013
H -1.845 -2.436 1.379
H -3.050 -4.285 0.591
H -3.215 -5.355 -3.527
H -1.727 -3.433 -4.097
O 0.111 0.648 -3.924
C 1.174 0.097 -4.625
C 1.145 -0.069 -6.001
C 2.283 -0.523 -6.647
C 3.445 -0.781 -5.929
C 3.436 -0.672 -4.550
C 2.277 -0.287 -3.875
P 2.113 -0.443 -2.060
C 3.698 0.271 -1.525
C 4.831 -0.493 -1.279
C 6.045 0.139 -1.039
C 6.124 1.522 -1.023
C 4.986 2.290 -1.247
C 3.777 1.665 -1.500
C 2.276 -2.246 -1.755
C 2.695 -3.206 -2.672
C 2.706 -4.549 -2.321
C 2.300 -4.952 -1.055
C 1.888 -4.004 -0.132
C 1.878 -2.663 -0.482
C -0.421 1.865 -4.337
C 0.107 2.640 -5.365
C -0.543 3.807 -5.733
C -1.711 4.201 -5.097
C -2.181 3.459 -4.031
C -1.517 2.307 -3.613
P -2.005 1.458 -2.056
C -2.370 2.962 -1.060
C -1.320 3.889 -1.053
C -1.423 5.083 -0.363
C -2.581 5.376 0.345
C -3.615 4.458 0.369
C -3.507 3.251 -0.313
C -3.527 0.621 -2.682
C -4.842 0.830 -2.280
C -5.882 0.110 -2.858
C -5.624 -0.819 -3.850
C -4.319 -1.013 -4.282
C -3.281 -0.304 -3.702
H 0.253 0.173 -6.562
H 2.265 -0.655 -7.721
H 4.343 -1.095 -6.444
H 4.334 -0.885 -3.983
H 4.767 -1.574 -1.277
H 6.933 -0.454 -0.860
H 7.073 2.008 -0.835
H 5.046 3.371 -1.233
H 2.886 2.258 -1.684
H 2.993 -2.929 -3.673
H 3.028 -5.285 -3.046
H 2.314 -6.001 -0.788
H 1.575 -4.304 0.861
H 1.596 -1.928 0.271
H 1.011 2.350 -5.876
H -0.131 4.406 -6.535
H -2.229 5.100 -5.404
H -3.064 3.786 -3.496
H -0.414 3.679 -1.610
H -0.601 5.787 -0.381
H -2.667 6.309 0.887
H -4.515 4.668 0.934
H -4.318 2.550 -0.225
H -5.090 1.566 -1.538
H -6.898 0.284 -2.527
H -6.434 -1.382 -4.295
H -4.108 -1.718 -5.076
H -2.269 -0.466 -4.052

Here are the Löwdin charges for atoms 1 to 99, given in e: Ti 0.685; C -0.285; C -0.360; P 1.018; C -0.374; C -0.134; C -0.081; C -0.082; C -0.086; C -0.093; C -0.402; C -0.126; C -0.081; C -0.085; C -0.082; C -0.093; C -0.333; P 1.077; C -0.366; C -0.091; C -0.082; C -0.083; C -0.078; C -0.099; C -0.379; C -0.096; C -0.075; C -0.080; C -0.082; C -0.127; H 0.103; H 0.093; H 0.059; H 0.054; H 0.094; H 0.106; H 0.104; H 0.102; H 0.094; H 0.094; H 0.104; H 0.104; H 0.104; H 0.096; H 0.031; H 0.071; H 0.094; H 0.102; H 0.105; H 0.105; H 0.094; H 0.105; H 0.107; H 0.107; H 0.096; H 0.067; O -0.235; C -0.117; C -0.107; C 0.065; C -0.134; C 0.025; C 0.011; C -0.276; O -0.203; N -0.354; O 0.084; O 0.087; H 0.140; H 0.136; H 0.125; H 0.129; O -0.091; C -0.264; C -0.013; C -0.045; C -0.057; C -0.075; C -0.250; P 1.095; C -0.374; C -0.084; C -0.069; C -0.066; C -0.068; C -0.103; C -0.356; C -0.065; C -0.057; C -0.056; C -0.061; C -0.117; C -0.239; C -0.003; C -0.050; C -0.060; C -0.064; C -0.281; P 1.112